{
  "formula": "C18H59NO28",
  "method": "wB97M-V/def2-TZVPD",
  "species": ["O", "O", "O", "O", "O", "O", "O", "O", "C", "C", "C", "C", "C", "C", "C", "C", "C", "C", "C", "C", "N", "C", "C", "C", "C", "C", "C", "H", "H", "H", "H", "H", "H", "H", "H", "H", "H", "H", "H", "H", "H", "H", "H", "H", "H", "H", "O", "H", "H", "O", "H", "H", "O", "H", "H", "O", "H", "H", "O", "H", "H", "O", "H", "H", "O", "H", "H", "O", "H", "H", "O", "H", "H", "O", "H", "H", "O", "H", "H", "O", "H", "H", "O", "H", "H", "O", "H", "H", "O", "H", "H", "O", "H", "H", "O", "H", "H", "O", "H", "H", "O", "H", "H", "O", "H", "H"],
  "xyz": [[-0.069889, 0.786724, -2.452836], [3.756263, 0.575027, 0.220823], [-3.048242, 0.592028, -0.943895], [2.950351, -0.388065, 3.205671], [1.316257, -1.032296, -2.220165], [2.494116, 2.060240, -0.900230], [-2.076365, -1.449783, -1.703066], [2.432601, 1.896276, 3.097767], [0.476543, -0.081154, -1.742683], [2.651379, 1.047213, -0.011181], [-2.211047, -0.307782, -0.848079], [2.249689, 0.580909, 2.878265], [-1.956894, 1.691781, 3.204314], [-1.245246, 0.898722, 4.198479], [0.263671, 0.122838, -0.327430], [1.373590, 0.449438, 0.543843], [-1.874655, 1.240913, 1.897462], [-1.053332, -0.146791, 0.158701], [-0.305904, -0.071447, 3.833348], [1.190625, 0.325069, 1.933952], [-1.208495, 0.055999, 1.543322], [1.309770, -1.130646, -3.635709], [3.556342, 2.063803, -1.892280], [-3.177359, -1.702610, -2.581805], [3.572550, 2.225557, 3.857593], [-0.104445, -1.942252, 2.338135], [-0.058616, -0.360207, 2.392035], [-2.558332, 2.545611, 3.513636], [-1.270642, 1.120462, 5.268966], [-2.325448, 1.894447, 1.206546], [0.266994, -0.564487, 4.618436], [2.010088, -1.890614, -4.030176], [1.684435, -0.258202, -4.137691], [0.368179, -1.463313, -4.055443], [3.185861, 2.565055, -2.767737], [4.438910, 2.588449, -1.616227], [3.810141, 1.046198, -2.222475], [-3.273498, -2.832912, -2.710399], [-2.898898, -1.330155, -3.551940], [-4.149465, -1.273973, -2.206915], [3.899953, 3.231499, 3.637654], [4.381077, 1.610650, 3.513081], [3.386214, 2.036714, 4.926528], [-0.466546, -2.335892, 1.363051], [0.903445, -2.217552, 2.537112], [-0.802465, -2.289654, 3.082702], [2.635073, -2.792848, 4.321212], [3.014830, -2.085332, 3.705608], [2.367405, -2.345404, 5.188337], [5.809946, -0.429723, 3.020422], [4.838626, -0.173109, 2.900216], [5.873961, -1.439313, 3.000674], [1.989898, 2.054532, -5.051861], [1.315841, 1.916806, -4.309945], [1.803674, 2.949958, -5.484636], [5.189499, 2.824107, 0.642691], [4.613971, 1.995224, 0.716725], [6.015632, 2.587496, 0.108578], [-5.258887, 2.717673, 4.042745], [-5.567931, 3.380649, 4.741828], [-5.139586, 3.213677, 3.168957], [-0.878540, -4.412702, -3.658411], [-0.066825, -4.930296, -3.969824], [-1.063417, -4.665428, -2.696274], [-3.461869, -1.392822, 3.523299], [-2.535244, -0.986523, 3.516211], [-3.431475, -2.237271, 4.079841], [-5.519125, 0.404907, 0.690056], [-4.573470, 0.461581, 0.334689], [-5.587478, -0.418427, 1.274186], [-1.273287, 2.451254, -4.203013], [-0.969179, 1.923664, -3.394973], [-2.271877, 2.595741, -4.127488], [-4.773952, -4.889009, -1.819188], [-5.742829, -5.112083, -1.631373], [-4.673404, -4.733773, -2.813951], [-1.681955, 4.698964, 0.859750], [-0.997473, 4.218153, 1.429017], [-1.754126, 5.652137, 1.191431], [0.616634, -4.640539, 3.640491], [1.546628, -4.261272, 3.763074], [0.685094, -5.457552, 3.047559], [-6.375508, -1.985525, -3.182839], [-5.805174, -2.714952, -3.590775], [-7.240085, -2.402977, -2.863462], [5.510705, 4.490557, 5.547675], [5.623940, 5.361472, 5.045234], [6.352201, 3.942836, 5.422589], [-3.589898, -3.348697, -0.000721], [-2.622892, -3.220199, -0.269325], [-3.973244, -4.103573, -0.554768], [3.061946, 5.319383, -3.822657], [2.331183, 5.140479, -3.146093], [2.697853, 5.108850, -4.742913], [0.763102, -1.505424, -6.935647], [-0.008565, -0.890985, -6.710367], [1.550804, -0.933746, -7.212180], [1.444709, -3.379625, -0.753503], [2.260455, -3.112735, -0.217699], [1.242184, -2.637013, -1.410216], [-4.375444, 4.133888, 1.720989], [-4.331283, 5.080552, 2.075441], [-3.519906, 3.946889, 1.214190], [2.356531, -3.839503, -6.117180], [1.799767, -3.036119, -6.378616], [1.958622, -4.238750, -5.276924]],
  "atomic_forces_ev_per_a": [[1.432, -2.563, 0.464], [-1.425, 0.025, 0.355], [1.692, -2.819, 0.024], [-0.754, 2.676, 0.315], [-1.024, 0.886, 0.671], [0.123, -1.440, 0.366], [-0.162, 2.413, 2.659], [-0.698, -1.742, -0.291], [-0.531, 2.807, -2.713], [0.538, -0.200, -0.729], [-0.723, 0.746, -0.999], [1.815, -0.170, -0.292], [0.622, -1.618, -1.258], [2.475, -1.460, -0.096], [-2.666, -2.572, 1.810], [-0.212, 0.996, 3.143], [-0.249, 1.048, 3.403], [3.686, 0.895, -1.145], [-2.655, 3.163, 1.136], [-0.772, -0.902, -4.359], [-0.781, 1.331, -0.140], [0.920, -1.095, -2.018], [-0.298, -0.351, -1.125], [-1.141, -1.066, -0.055], [1.043, -0.086, 0.855], [0.257, 1.205, -1.403], [-1.378, -2.091, -0.236], [0.147, -0.233, -0.405], [-0.506, -0.013, -0.383], [-0.499, -0.086, -1.479], [-0.030, -0.112, -0.475], [-0.034, -0.028, 1.184], [-0.288, 0.839, 0.139], [-0.506, 0.382, 0.379], [-0.567, 0.311, -0.199], [0.483, 0.281, 0.832], [-0.132, 0.182, 0.475], [0.216, 1.526, 0.552], [-0.118, 0.477, -0.427], [1.148, -0.434, -0.375], [-0.531, 0.341, 0.165], [0.554, -0.379, 0.159], [0.127, 0.310, -0.413], [0.589, 0.338, 0.501], [0.546, -1.007, 0.275], [0.078, -0.148, 0.315], [0.279, 1.484, 0.702], [-0.977, -1.151, 1.611], [0.742, -0.778, -2.077], [-1.216, -1.292, -0.249], [1.962, -1.171, 0.244], [-0.489, 2.269, -0.001], [-1.258, 1.240, 0.501], [1.033, 0.700, -1.712], [0.019, -2.053, 1.197], [0.761, -1.112, -0.561], [1.776, 1.359, -0.494], [-1.952, 0.142, 1.311], [-0.381, 1.974, 0.300], [0.660, -1.311, -1.796], [-0.185, -0.751, 1.562], [1.026, -1.200, 1.062], [-1.853, 0.931, 1.064], [0.807, 0.321, -2.053], [1.457, -0.887, 0.945], [-1.925, -1.099, 0.298], [0.274, 1.915, -1.225], [1.375, -1.343, 0.401], [-2.064, -0.424, 0.910], [0.603, 1.777, -1.267], [-1.398, -0.418, 1.221], [-1.037, 1.033, -1.535], [2.275, -0.429, 0.105], [-1.863, -0.561, -1.851], [2.040, 0.503, -0.656], [-0.436, -0.479, 2.190], [1.046, 0.766, 1.504], [-1.378, 1.257, -1.009], [0.445, -2.143, -0.527], [1.469, -1.228, -0.996], [-1.652, -0.677, -0.285], [0.092, 1.869, 1.344], [-0.470, -2.057, -0.242], [-1.596, 1.437, 0.962], [2.013, 0.677, -0.780], [1.595, 0.526, -1.121], [0.101, -2.047, 1.015], [-1.705, 1.485, 0.067], [1.429, -0.716, -0.916], [-2.161, -0.524, 0.491], [1.036, 1.597, 0.824], [-1.877, -0.725, -0.435], [1.359, 0.317, -1.758], [0.519, 0.442, 2.242], [0.159, 2.046, -0.056], [1.883, -1.083, -0.542], [-1.928, -0.837, 0.615], [0.990, 1.356, -0.020], [-1.813, -0.302, -1.377], [0.827, -1.381, 1.632], [1.085, 1.400, -0.080], [0.240, -2.086, -1.005], [-1.470, 0.892, 1.091], [-1.437, 0.476, 1.227], [0.623, -1.659, 0.773], [0.717, 1.164, -1.945]],
  "mulliken_charge": [-0.825, -0.544, -0.751, -0.820, -0.431, -0.196, 0.273, -0.196, 0.223, -0.581, -0.637, -0.325, -0.541, -0.920, 1.753, 0.880, -0.305, -0.486, -1.377, 0.449, 0.858, -0.714, -0.638, -0.789, -0.361, -1.005, 2.208, 0.331, 0.449, 0.694, 0.485, 0.296, 0.158, 0.307, 0.330, 0.268, 0.320, -0.107, 0.445, 0.485, 0.291, -0.028, 0.269, 0.121, 0.218, 0.456, -0.640, 0.368, 0.279, -0.719, 0.409, 0.291, -0.633, 0.260, 0.274, -0.717, 0.400, 0.304, -0.638, 0.282, 0.385, -0.617, 0.281, 0.330, -0.682, 0.320, 0.291, -0.706, 0.366, 0.332, -0.714, 0.627, 0.304, -0.638, 0.326, 0.290, -0.674, 0.337, 0.306, -0.643, 0.340, 0.306, -0.599, 0.300, 0.310, -0.666, 0.327, 0.336, -0.657, 0.197, 0.417, -0.639, 0.334, 0.297, -0.693, 0.315, 0.343, -0.652, 0.302, 0.408, -0.664, 0.293, 0.393, -0.640, 0.376, 0.283],
  "total_energy_ha": -2882.534349,
  "e_above_lowest_ev": 1.126,
  "homo_lumo_gap_ha": 0.257,
  "lumo_energy_ev": -1.2,
  "charge": 0
}

=====

{
  "formula": "C2H3BrN2O2",
  "method": "wB97M-V/def2-TZVPD",
  "species": ["C", "C", "N", "N", "O", "O", "Br", "H", "H", "H"],
  "xyz": [[-0.638378, -0.403799, 0.224743], [1.265208, 0.291165, 1.690822], [-1.127392, -0.280825, -0.901083], [-0.923491, 0.235017, -2.184653], [-0.052817, -0.363224, -2.778595], [-1.647529, 1.120581, -2.569984], [1.606749, -1.033816, 2.817800], [2.051989, 0.455347, 0.816343], [-1.258026, -1.172823, 0.802535], [0.723686, 1.152377, 2.082073]],
  "atomic_forces_ev_per_a": [[0.189, -0.558, 0.960], [-0.065, 1.796, -4.606], [-1.305, -0.213, -0.463], [1.464, 0.209, 1.117], [-0.236, 0.266, -0.591], [0.139, -0.399, 0.231], [0.266, -1.594, 1.272], [-1.916, -0.272, 2.178], [1.139, 1.012, 0.080], [0.324, -0.248, -0.177]],
  "mulliken_charge": [-0.061, -0.532, -0.223, 0.937, -0.511, -0.520, 0.014, 0.306, 0.232, 0.359],
  "total_energy_ha": -2911.716260,
  "e_above_lowest_ev": 4.366,
  "homo_lumo_gap_ha": [0.297, 0.272],
  "lumo_energy_ev": [-0.8, -1.3],
  "charge": 0
}